Here is a cluster of 15 separate species, C45H127N13O22 in total from OMol25. Energies are from wB97M-V/def2-TZVPD.

Each atom is followed by the atoms it is bonded to, with distances in Å.
CARTESIAN COORDINATES (ANGSTROEM)
1 C -2.25 2.82 1.43  O2 1.175, N3 1.345, N4 1.318
2 O -3.26 2.34 1.08  C1 1.175
3 N -1.23 2.97 0.56  C1 1.345, H5 1.010, H6 1.010
4 N -1.84 3.09 2.66  C1 1.318, H7 1.010, H8 1.010
5 H -0.30 3.21 0.87  N3 1.010
6 H -1.51 2.99 -0.41  N3 1.010
7 H -2.46 2.98 3.45  N4 1.010
8 H -0.90 3.40 2.82  N4 1.010
9 C -3.09 -5.96 4.70  O10 1.199, N11 1.323, N12 1.313
10 O -2.59 -5.93 3.61  C9 1.199
11 N -3.33 -6.95 5.55  C9 1.323, H13 1.010, H14 1.010
12 N -3.54 -4.86 5.26  C9 1.313, H15 1.010, H16 1.010
13 H -2.79 -7.79 5.41  N11 1.010
14 H -3.79 -6.66 6.40  N11 1.010
15 H -3.93 -4.86 6.19  N12 1.010
16 H -3.41 -4.03 4.71  N12 1.010
17 C -3.67 -1.75 4.59  O18 1.210, N19 1.287, N20 1.299
18 O -4.42 -2.39 3.89  C17 1.210
19 N -2.47 -1.49 4.22  C17 1.287, H21 1.010, H22 1.010
20 N -3.96 -1.23 5.75  C17 1.299, H23 1.010, H24 1.010
21 H -2.19 -1.81 3.31  N19 1.010
22 H -1.99 -0.75 4.72  N19 1.010
23 H -3.25 -0.62 6.14  N20 1.010
24 H -4.85 -1.27 6.22  N20 1.010
25 C 6.60 -1.18 1.99  O26 1.408, H34 1.090, H35 1.090, H36 1.090
26 O 7.52 -0.17 2.33  C25 1.408, C27 1.437
27 C 7.17 1.00 1.57  O26 1.437, C28 1.518, H37 1.090, H38 1.090
28 C 8.19 2.10 1.79  C27 1.518, N29 1.471, H39 1.090, H40 1.090
29 N 9.33 1.99 0.86  C28 1.471, C30 1.448, H41 1.010
30 C 10.11 3.17 1.20  N29 1.448, C31 1.561, H42 1.090, H43 1.090
31 C 11.45 3.32 0.43  C30 1.561, O32 1.451, H44 1.090, H45 1.090
32 O 11.24 3.42 -1.00  C31 1.451, C33 1.418
33 C 12.39 3.22 -1.82  O32 1.418, H46 1.090, H47 1.090, H48 1.090
34 H 5.57 -0.87 2.17  C25 1.090
35 H 6.70 -2.11 2.55  C25 1.090
36 H 6.65 -1.57 0.98  C25 1.090
37 H 6.17 1.24 1.94  C27 1.090
38 H 7.13 0.75 0.51  C27 1.090
39 H 8.60 2.03 2.80  C28 1.090
40 H 7.65 3.02 1.58  C28 1.090
41 H 8.86 2.18 -0.01  N29 1.010
42 H 10.35 3.23 2.26  C30 1.090
43 H 9.52 4.05 0.92  C30 1.090
44 H 12.09 2.51 0.79  C31 1.090
45 H 11.76 4.33 0.71  C31 1.090
46 H 12.77 2.21 -1.96  C33 1.090
47 H 13.24 3.82 -1.51  C33 1.090
48 H 12.11 3.48 -2.84  C33 1.090
49 C 0.90 6.51 4.29  O50 1.370, H58 1.090, H59 1.090, H60 1.090
50 O 1.45 5.33 3.84  C49 1.370, C51 1.445
51 C 1.76 5.14 2.44  O50 1.445, C52 1.635, H61 1.090, H62 1.090
52 C 2.34 3.68 1.99  C51 1.635, N53 1.440, H63 1.090, H64 1.090
53 N 1.46 2.58 2.32  C52 1.440, C54 1.489, H65 1.010
54 C 1.33 2.27 3.77  N53 1.489, C55 1.551, H66 1.090, H67 1.090
55 C 0.71 0.85 3.87  C54 1.551, O56 1.438, H68 1.090, H69 1.090
56 O 1.78 -0.11 3.81  C55 1.438, C57 1.427
57 C 1.28 -1.43 4.01  O56 1.427, H70 1.090, H71 1.090, H72 1.090
58 H -0.04 6.77 3.81  C49 1.090
59 H 1.54 7.39 4.23  C49 1.090
60 H 0.66 6.46 5.35  C49 1.090
61 H 2.48 5.93 2.21  C51 1.090
62 H 0.84 5.36 1.91  C51 1.090
63 H 3.37 3.59 2.32  C52 1.090
64 H 2.58 3.77 0.93  C52 1.090
65 H 1.48 1.78 1.69  N53 1.010
66 H 0.66 3.02 4.19  C54 1.090
67 H 2.25 2.35 4.35  C54 1.090
68 H -0.03 0.66 3.10  C55 1.090
69 H 0.33 0.65 4.87  C55 1.090
70 H 0.57 -1.48 4.84  C57 1.090
71 H 2.07 -2.14 4.28  C57 1.090
72 H 0.82 -1.85 3.12  C57 1.090
73 C -8.27 -10.22 1.61  O74 1.405, H82 1.090, H83 1.090, H84 1.090
74 O -7.52 -9.06 1.86  C73 1.405, C75 1.403
75 C -8.32 -8.04 2.39  O74 1.403, C76 1.542, H85 1.090, H86 1.090
76 C -7.35 -6.87 2.65  C75 1.542, N77 1.476, H87 1.090, H88 1.090
77 N -6.83 -6.21 1.43  C76 1.476, C78 1.458, H89 1.010
78 C -5.88 -5.19 1.85  N77 1.458, C79 1.568, H90 1.090, H91 1.090
79 C -5.14 -4.60 0.61  C78 1.568, O80 1.412, H92 1.090, H93 1.090
80 O -4.15 -5.49 0.13  C79 1.412, C81 1.439
81 C -4.52 -6.26 -1.03  O80 1.439, H94 1.090, H95 1.090, H96 1.090
82 H -9.08 -10.03 0.90  C73 1.090
83 H -8.72 -10.63 2.51  C73 1.090
84 H -7.58 -10.99 1.26  C73 1.090
85 H -8.83 -8.37 3.28  C75 1.090
86 H -9.08 -7.70 1.69  C75 1.090
87 H -6.61 -7.36 3.28  C76 1.090
88 H -7.91 -6.15 3.25  C76 1.090
89 H -6.37 -6.93 0.90  N77 1.010
90 H -5.08 -5.48 2.54  C78 1.090
91 H -6.44 -4.46 2.43  C78 1.090
92 H -4.51 -3.71 0.70  C79 1.090
93 H -5.87 -4.40 -0.18  C79 1.090
94 H -5.50 -6.71 -0.93  C81 1.090
95 H -3.79 -7.07 -1.15  C81 1.090
96 H -4.47 -5.61 -1.90  C81 1.090
97 C -6.77 -2.00 -0.46  O98 1.424, H106 1.090, H107 1.090, H108 1.090
98 O -5.63 -1.16 -0.37  C97 1.424, C99 1.399
99 C -5.44 -0.56 0.89  O98 1.399, C100 1.548, H109 1.090, H110 1.090
100 C -6.28 0.73 1.06  C99 1.548, N101 1.476, H111 1.090, H112 1.090
101 N -5.77 1.69 2.05  C100 1.476, C102 1.497, H113 1.010
102 C -5.67 1.01 3.38  N101 1.497, C103 1.544, H114 1.090, H115 1.090
103 C -5.31 1.85 4.63  C102 1.544, O104 1.461, H116 1.090, H117 1.090
104 O -3.97 2.42 4.47  C103 1.461, C105 1.416
105 C -3.55 3.25 5.54  O104 1.416, H118 1.090, H119 1.090, H120 1.090
106 H -6.85 -2.46 0.52  C97 1.090
107 H -6.69 -2.73 -1.27  C97 1.090
108 H -7.71 -1.45 -0.56  C97 1.090
109 H -4.41 -0.26 1.05  C99 1.090
110 H -5.68 -1.24 1.70  C99 1.090
111 H -7.36 0.56 1.08  C100 1.090
112 H -6.17 1.23 0.10  C100 1.090
113 H -4.84 1.95 1.75  N101 1.010
114 H -4.86 0.27 3.37  C102 1.090
115 H -6.59 0.51 3.68  C102 1.090
116 H -5.45 1.28 5.55  C103 1.090
117 H -5.96 2.72 4.72  C103 1.090
118 H -2.53 3.64 5.50  C105 1.090
119 H -3.64 2.73 6.49  C105 1.090
120 H -4.16 4.14 5.39  C105 1.090
121 C 3.43 4.84 -2.57  O122 1.400, H130 1.090, H131 1.090, H132 1.090
122 O 4.06 4.44 -3.75  C121 1.400, C123 1.415
123 C 5.06 5.31 -4.25  O122 1.415, C124 1.539, H133 1.090, H134 1.090
124 C 5.70 4.80 -5.55  C123 1.539, N125 1.448, H135 1.090, H136 1.090
125 N 6.73 3.80 -5.36  C124 1.448, C126 1.497, H137 1.010
126 C 7.18 3.18 -6.65  N125 1.497, C127 1.575, H138 1.090, H139 1.090
127 C 8.50 2.34 -6.49  C126 1.575, O128 1.437, H140 1.090, H141 1.090
128 O 8.13 1.15 -5.78  C127 1.437, C129 1.446
129 C 9.14 0.12 -5.91  O128 1.446, H142 1.090, H143 1.090, H144 1.090
130 H 2.96 5.81 -2.66  C121 1.090
131 H 4.27 5.01 -1.90  C121 1.090
132 H 2.83 4.04 -2.11  C121 1.090
133 H 5.85 5.39 -3.50  C123 1.090
134 H 4.53 6.26 -4.36  C123 1.090
135 H 6.28 5.61 -5.99  C124 1.090
136 H 4.88 4.59 -6.23  C124 1.090
137 H 6.35 2.97 -4.93  N125 1.010
138 H 7.49 3.99 -7.31  C126 1.090
139 H 6.33 2.67 -7.10  C126 1.090
140 H 9.31 2.89 -6.01  C127 1.090
141 H 8.95 2.11 -7.46  C127 1.090
142 H 9.07 -0.32 -6.90  C129 1.090
143 H 8.94 -0.77 -5.32  C129 1.090
144 H 10.11 0.52 -5.59  C129 1.090
145 C -1.56 4.97 -8.30  O146 1.407, H154 1.090, H155 1.090, H156 1.090
146 O -1.75 4.08 -7.23  C145 1.407, C147 1.436
147 C -3.04 3.47 -7.31  O146 1.436, C148 1.568, H157 1.090, H158 1.090
148 C -3.44 2.58 -6.08  C147 1.568, N149 1.493, H159 1.090, H160 1.090
149 N -2.76 1.27 -6.28  C148 1.493, C150 1.481, H161 1.010
150 C -3.04 0.23 -5.26  N149 1.481, C151 1.514, H162 1.090, H163 1.090
151 C -2.39 0.45 -3.91  C150 1.514, O152 1.440, H164 1.090, H165 1.090
152 O -2.83 1.65 -3.24  C151 1.440, C153 1.410
153 C -3.98 1.37 -2.47  O152 1.410, H166 1.090, H167 1.090, H168 1.090
154 H -1.34 4.33 -9.15  C145 1.090
155 H -0.64 5.47 -7.99  C145 1.090
156 H -2.26 5.77 -8.55  C145 1.090
157 H -3.05 2.79 -8.16  C147 1.090
158 H -3.82 4.22 -7.42  C147 1.090
159 H -4.51 2.34 -6.04  C148 1.090
160 H -3.07 3.13 -5.22  C148 1.090
161 H -1.78 1.34 -6.49  N149 1.010
162 H -2.76 -0.76 -5.61  C150 1.090
163 H -4.09 0.14 -4.99  C150 1.090
164 H -1.35 0.66 -4.14  C151 1.090
165 H -2.46 -0.51 -3.40  C151 1.090
166 H -4.16 2.32 -1.97  C153 1.090
167 H -3.75 0.71 -1.64  C153 1.090
168 H -4.86 1.01 -2.99  C153 1.090
169 C 3.28 0.19 0.69  O170 1.432, H178 1.090, H179 1.090, H180 1.090
170 O 2.21 1.02 0.21  C169 1.432, C171 1.421
171 C 1.75 0.68 -1.09  O170 1.421, C172 1.487, H181 1.090, H182 1.090
172 C 0.42 0.03 -0.99  C171 1.487, N173 1.495, H183 1.090, H184 1.090
173 N 0.51 -1.43 -0.72  C172 1.495, C174 1.476, H185 1.010
174 C -0.78 -2.13 -0.85  N173 1.476, C175 1.572, H186 1.090, H187 1.090
175 C -1.86 -1.66 0.19  C174 1.572, O176 1.405, H188 1.090, H189 1.090
176 O -1.65 -1.94 1.55  C175 1.405, C177 1.406
177 C -1.53 -3.31 1.82  O176 1.406, H190 1.090, H191 1.090, H192 1.090
178 H 4.19 0.22 0.09  C169 1.090
179 H 3.00 -0.86 0.74  C169 1.090
180 H 3.64 0.46 1.69  C169 1.090
181 H 2.48 0.00 -1.54  C171 1.090
182 H 1.76 1.54 -1.76  C171 1.090
183 H -0.13 0.20 -1.92  C172 1.090
184 H -0.13 0.58 -0.22  C172 1.090
185 H 0.60 -1.41 0.29  N173 1.010
186 H -0.52 -3.18 -0.76  C174 1.090
187 H -1.20 -1.95 -1.84  C174 1.090
188 H -2.87 -2.03 -0.02  C175 1.090
189 H -2.00 -0.59 0.09  C175 1.090
190 H -1.38 -3.51 2.88  C177 1.090
191 H -0.64 -3.72 1.34  C177 1.090
192 H -2.37 -3.93 1.52  C177 1.090
193 O -1.79 -6.67 1.15  H194 0.957, H195 0.957
194 H -2.44 -6.29 0.55  O193 0.957
195 H -2.00 -6.28 2.00  O193 0.957
196 O 4.62 -0.41 -3.42  H197 0.957, H198 0.957
197 H 3.99 -1.06 -3.11  O196 0.957
198 H 5.35 -0.93 -3.76  O196 0.957
199 O 2.73 -3.30 -1.24  H200 0.957, H201 0.957
200 H 2.99 -3.70 -0.41  O199 0.957
201 H 1.99 -2.73 -1.00  O199 0.957
202 O -0.43 2.80 -2.61  H203 0.957, H204 0.957
203 H -0.17 3.07 -3.50  O202 0.957
204 H -1.29 2.40 -2.73  O202 0.957
205 O -2.79 -3.97 -2.84  H206 0.957, H207 0.957
206 H -2.19 -4.66 -2.56  O205 0.957
207 H -2.38 -3.62 -3.64  O205 0.957

For the total energy, the calculation gives -4157.4741 a.u. As for the total charge: 0. Its LUMO energy is 0.26 eV. For the highest occupied orbital energy, the calculation gives -0.29427 hartree. For the gap between HOMO and LUMO, the calculation gives 0.3037 Ha.